[1]
Formula: C47H50BN5O6Ta
Source: OMol25
Level of theory: ωB97M-V/def2-TZVPD

Summary:
HOMO level in eV: -10.35
LUMO energy in eV: -3.93
Net charge: +1
Spin multiplicity: 1
DFT total energy in eV: -71516.4794

Positions of all 110 atoms, in Å:
Ta 0.68 1.41 -0.31
O -2.36 0.88 2.69
C -1.26 0.97 2.02
O -1.19 1.37 0.85
C 0.00 0.56 2.68
C 0.23 0.28 4.01
C 1.54 0.02 4.38
C 2.56 0.07 3.44
C 2.22 0.35 2.12
N 0.97 0.56 1.78
C 3.18 0.56 0.98
O 4.36 0.58 1.10
O 2.51 0.79 -0.18
H -3.14 0.93 2.10
H -0.58 0.28 4.73
H 1.78 -0.20 5.42
H 3.59 -0.09 3.70
O 0.29 1.47 -2.18
C -0.46 2.03 -3.14
C -0.58 1.42 -4.39
C -1.35 2.03 -5.36
C -1.99 3.25 -5.12
C -1.87 3.85 -3.88
C -1.11 3.24 -2.87
C -1.01 3.87 -1.58
N -0.40 3.39 -0.56
N -0.40 4.22 0.56
C 0.56 3.86 1.34
O 1.37 2.88 1.02
C 0.77 4.53 2.64
C 1.89 4.20 3.41
C 2.08 4.82 4.64
C 1.17 5.75 5.10
C 0.06 6.08 4.33
C -0.14 5.47 3.10
H -0.08 0.48 -4.57
H -1.45 1.56 -6.33
H -2.58 3.72 -5.89
H -2.36 4.79 -3.67
H -1.47 4.85 -1.46
H 2.60 3.49 3.03
H 2.95 4.57 5.23
H 1.32 6.23 6.06
H -0.65 6.81 4.69
H -1.00 5.73 2.49
C -3.72 -0.22 -2.68
C -3.26 0.57 -1.45
C -3.97 1.92 -1.40
C -3.46 -0.25 -0.20
C -4.59 -0.10 0.60
C -4.81 -0.92 1.70
C -3.88 -1.89 2.04
C -2.72 -2.05 1.29
C -1.73 -3.14 1.68
C -1.29 -3.03 3.14
C -2.34 -4.53 1.42
C -2.52 -1.23 0.17
N -1.34 -1.45 -0.62
B -0.03 -0.84 -0.58
N 0.82 -1.81 -1.24
C 0.02 -2.85 -1.70
C -1.26 -2.65 -1.34
C 2.24 -1.97 -1.33
C 2.92 -2.61 -0.28
C 4.28 -2.85 -0.43
C 4.95 -2.46 -1.58
C 4.27 -1.81 -2.59
C 2.91 -1.55 -2.48
C 2.19 -0.85 -3.62
C 2.07 -1.75 -4.84
C 2.88 0.47 -3.97
C 2.21 -3.05 0.99
C 1.61 -4.46 0.84
C 3.12 -3.02 2.22
H -3.56 0.36 -3.59
H -4.79 -0.45 -2.61
H -3.18 -1.16 -2.77
H -2.19 0.74 -1.56
H -5.06 1.81 -1.38
H -3.73 2.50 -2.29
H -3.67 2.51 -0.52
H -5.34 0.63 0.33
H -5.71 -0.80 2.29
H -4.06 -2.52 2.89
H -0.84 -3.04 1.06
H -2.13 -3.13 3.83
H -0.80 -2.08 3.33
H -0.58 -3.83 3.37
H -3.21 -4.70 2.05
H -1.60 -5.30 1.63
H -2.65 -4.64 0.38
H 0.44 -3.67 -2.26
H -2.12 -3.26 -1.51
H 4.83 -3.34 0.36
H 6.01 -2.65 -1.68
H 4.81 -1.50 -3.48
H 1.18 -0.63 -3.26
H 3.06 -2.04 -5.21
H 1.56 -1.24 -5.66
H 1.52 -2.67 -4.61
H 3.85 0.30 -4.44
H 3.04 1.09 -3.09
H 2.27 1.04 -4.68
H 1.38 -2.35 1.15
H 2.41 -5.18 0.67
H 0.90 -4.52 0.02
H 1.09 -4.74 1.76
H 3.82 -3.85 2.20
H 2.52 -3.13 3.12
H 3.70 -2.10 2.28


[2]
Formula: C47H50BaFI2N14O3S
Source: OMol25
Level of theory: ωB97M-V/def2-TZVPD

Summary:
HOMO level in eV: -4.88
LUMO energy in eV: 1.12
Net charge: -1
Spin multiplicity: 1
DFT total energy in eV: -107004.9142

Positions of all 119 atoms, in Å:
Ba -1.38 0.21 -1.97
C 3.71 2.21 3.65
C 3.06 1.57 2.47
C 3.10 0.20 2.30
C 2.22 -0.48 1.39
C 2.28 -1.80 0.99
N 3.20 -2.77 1.04
C 4.67 -2.92 1.20
C 5.43 -2.38 0.02
C 5.00 -2.88 -1.35
N 3.61 -2.72 -1.86
C 3.11 -1.68 -2.35
C 3.42 -0.28 -2.46
C 4.66 0.36 -2.12
C 4.89 1.69 -2.07
C 6.23 2.28 -1.72
C 3.86 2.54 -2.55
C 2.68 2.01 -3.04
C 1.66 2.77 -3.82
N 1.38 3.99 -3.69
C 2.01 4.72 -2.60
C 0.95 5.54 -1.84
C -0.15 4.61 -1.19
N 0.46 3.81 -0.13
C 0.57 2.58 -0.28
C 1.34 1.74 0.64
C 2.20 2.28 1.55
C 1.24 0.29 0.58
O 0.30 -0.28 -0.05
C 2.37 0.59 -2.91
O 1.23 0.21 -3.25
H 4.10 1.39 4.34
H 4.51 2.90 3.36
H 2.86 2.76 4.09
H 3.81 -0.27 2.95
H 1.46 -2.08 0.32
H 2.74 -3.56 0.60
H 5.08 -2.41 2.06
H 4.75 -3.98 1.21
H 5.51 -1.33 0.09
H 6.46 -2.77 0.12
H 5.62 -2.59 -2.21
H 5.19 -3.97 -1.44
H 2.90 -4.00 -2.14
H 2.12 -1.84 -2.76
H 5.49 -0.23 -1.91
H 6.30 2.56 -0.67
H 6.98 1.51 -1.86
H 6.44 3.17 -2.23
H 4.03 3.58 -2.60
H 1.11 2.25 -4.60
H 2.31 4.00 -1.85
H 2.88 5.28 -2.96
H 1.41 6.19 -1.07
H 0.42 6.19 -2.55
H -0.97 5.21 -0.80
H -0.65 3.91 -1.87
H 0.19 2.20 -1.21
H 2.12 3.31 1.47
C -0.10 0.50 3.54
N 0.25 -0.90 3.41
C -0.40 -1.83 2.72
N 0.19 -3.00 2.93
C 1.22 -2.70 3.74
N 1.30 -1.42 4.05
C -1.17 0.61 4.60
C -0.78 0.56 5.94
C -1.85 0.52 6.86
C -3.18 0.40 6.43
C -3.50 0.52 5.09
C -2.46 0.62 4.16
C -4.83 0.65 4.59
N -5.80 1.35 5.02
N -6.85 1.16 4.16
C -6.44 0.27 3.28
O -5.21 -0.14 3.53
C -7.24 -0.31 2.21
C -8.50 0.26 1.98
C -9.25 -0.16 0.89
C -8.69 -1.13 0.03
C -7.43 -1.63 0.22
C -6.75 -2.57 -0.69
N -5.57 -2.08 -1.37
C -5.04 -0.85 -1.58
N -3.83 -0.97 -2.08
C -3.65 -2.33 -2.14
N -4.68 -3.03 -1.75
C -6.68 -1.28 1.35
H -0.44 0.84 2.52
H 0.76 1.05 3.86
H -1.27 -1.64 2.18
H 1.90 -3.41 4.17
H 0.26 0.64 6.25
H -1.62 0.41 7.92
H -3.94 0.35 7.22
H -2.63 0.76 3.11
H -9.01 0.99 2.68
H -10.30 0.14 0.66
H -9.21 -1.39 -0.89
H -7.46 -2.94 -1.48
H -6.42 -3.45 -0.13
H -5.50 0.12 -1.29
H -2.80 -2.82 -2.48
H -5.66 -1.63 1.62
I -4.19 3.45 -0.87
I -2.17 0.83 -5.35
S -3.36 1.70 0.59
F 2.27 -4.77 -2.42
C 0.94 -1.26 -6.01
N 0.96 -2.50 -5.18
C 2.03 -3.43 -5.46
C 0.15 -2.50 -4.16
N -0.68 -2.23 -3.37
H 1.86 -0.74 -5.75
H 0.09 -0.63 -5.85
H 1.11 -1.52 -7.04
H 2.71 -2.95 -6.19
H 1.62 -4.34 -5.89
H 2.49 -3.66 -4.52


Across the entries above, orbital gap takes the values 6.42; 6.01 eV, respectively.